<w>
ORCA calculation (wB97M-V/def2-TZVPD) on a 2-piece molecular cluster, CH4NO2 overall.

Element x y z (Å)
1 C 0.01546 0.79257 0.94861
2 N -0.11918 0.69035 -0.38297
3 O 0.01785 -1.92597 -1.17162
4 O -0.12767 -0.00046 -1.28834
5 H -0.95071 1.12315 1.37437
6 H 0.67243 1.65631 1.15627
7 H 0.34392 -0.13081 1.45000
8 H 0.14791 -2.20513 -2.08633

Calculated values
- Total charge: +1



<x>
ORCA calculation (wB97M-V/def2-TZVPD) on an isolated ion of composition CH4NO2 and charge +1.

Element x y z (Å)
1 C -0.67496 -0.03732 -0.14246
2 N 0.62702 0.01609 0.12487
3 O 2.79399 -0.59302 0.11039
4 O 1.51455 -0.84973 -0.26182
5 H -1.11633 -0.77465 -0.92130
6 H -1.31958 -0.36167 0.86770
7 H -1.19747 0.95567 -0.27498
8 H 2.84504 0.21831 0.64466

Calculated values
- Total charge: +1



Stability, highest: <x>



<w>
ORCA calculation (wB97M-V/def2-TZVPD) on C3H7Br2N2 as an isolated structure.

Element x y z (Å)
1 C 0.98143 0.10724 -0.58271
2 C 0.23523 -0.34537 0.70244
3 C -1.21394 -0.16005 0.00127
4 N 0.35427 0.49588 1.80497
5 N 0.08227 -0.33100 -1.62417
6 Br -1.79366 1.60958 -0.07958
7 Br -2.61726 -1.44516 -0.00209
8 H 1.04315 1.15342 -0.73201
9 H 1.97558 -0.28515 -0.49225
10 H 0.15877 -1.44187 1.07488
11 H 0.91739 1.31478 1.61527
12 H -0.36960 0.42640 2.53238
13 H 0.06244 0.22776 -2.48762
14 H 0.18393 -1.32646 -1.73079

Calculated values
- Total charge: +1



<x>
ORCA calculation (wB97M-V/def2-TZVPD) on C3H7Br2N2 as an isolated structure.

Element x y z (Å)
1 C -0.45799 0.11534 0.87412
2 C 0.40845 -0.00612 -1.83604
3 C 0.98080 -0.02062 -0.40301
4 N -1.37935 -0.78108 0.60324
5 N -0.36778 0.91411 1.90684
6 Br 2.08580 1.47053 -0.01402
7 Br 1.89244 -1.62824 0.04840
8 H 0.99877 0.50467 -2.58377
9 H 0.19191 -0.90533 -2.38811
10 H -0.51461 0.46036 -1.91288
11 H -1.15372 -1.58648 -0.03381
12 H -1.99279 -1.13113 1.29531
13 H 0.46995 1.43953 1.99632
14 H -1.16186 1.15446 2.44740

Calculated values
- Total charge: +1



Stability, highest: <x>



<w>
ORCA calculation (wB97M-V/def2-TZVPD) on a 2-piece molecular cluster, C6H16N overall.

Element x y z (Å)
1 C 1.80192 -0.21527 -1.41778
2 C 0.80183 0.70202 -0.57135
3 C -0.52850 -0.03678 -0.39205
4 C -1.39019 0.22337 -1.63460
5 C -1.03762 0.38514 0.96966
6 C -2.37291 -0.27031 1.39018
7 N 2.34130 -0.61582 1.47587
8 H 1.41020 -0.42841 -2.41315
9 H 2.77265 0.34274 -1.62747
10 H 2.10564 -1.16655 -0.98142
11 H 0.84674 1.72513 -0.87090
12 H -0.25266 -1.08803 -0.40416
13 H -1.02295 -0.38356 -2.49987
14 H -2.44842 0.04996 -1.42362
15 H -1.28376 1.26310 -1.88856
16 H -0.23466 0.23177 1.64868
17 H -1.25811 1.48358 0.90050
18 H -3.01002 0.26893 2.16527
19 H -2.98270 -0.67745 0.56483
20 H -2.05903 -1.15053 1.90702
21 H 1.66641 -0.07230 0.83232
22 H 3.41754 -0.67276 1.29653
23 H 2.29685 -0.14386 2.39853

Calculated values
- Total charge: +1



<x>
ORCA calculation (wB97M-V/def2-TZVPD) on a 2-piece molecular cluster, C6H16N overall.

Element x y z (Å)
1 C -0.48324 1.05364 2.44717
2 C 0.24526 -0.26285 2.01371
3 C -0.06224 -0.57731 0.60864
4 C 0.82949 -1.41602 -0.16575
5 C 1.23543 -0.62421 -1.47480
6 C 0.05826 -0.00987 -2.16680
7 N -0.59551 1.05321 -1.34963
8 H -0.44735 1.19841 3.51932
9 H -1.44519 1.08300 1.94699
10 H 0.07633 1.86920 1.98311
11 H 1.32057 -0.15060 2.11775
12 H -0.15258 -1.12996 2.55456
13 H 0.00998 1.04578 -0.50826
14 H -1.09024 -0.87101 0.39167
15 H 0.37342 -2.31910 -0.50630
16 H 1.79239 -1.58060 0.31370
17 H 1.76488 -1.28135 -2.15745
18 H 1.86520 0.21181 -1.16012
19 H 0.39690 0.37419 -3.12782
20 H -0.61853 -0.76709 -2.48382
21 H -4.18938 2.13154 -0.97162
22 H -4.77123 2.15335 -1.44322
23 H -1.49373 0.67144 -1.06086

Calculated values
- Total charge: +1



Stability, highest: <x>



<w>
ORCA calculation (wB97M-V/def2-TZVPD) on one molecule with the formula C6H6S.

Element x y z (Å)
1 C 3.47486 0.25303 -1.11676
2 C 2.05622 0.14365 -0.76521
3 C 0.89252 0.05659 -0.47375
4 C -0.43952 -0.03677 -0.12291
5 C -1.60096 -0.08622 0.16488
6 C -3.01801 -0.20478 0.54049
7 H 4.04457 -0.64508 -0.85963
8 H 3.57829 0.37953 -2.18339
9 H 3.97437 1.06201 -0.61417
10 H -3.34424 -1.25909 0.44396
11 H -3.67605 0.35036 -0.11465
12 H -2.55849 -0.41869 2.88848
13 S -3.38356 0.40546 2.21265

Calculated values
- Structure (SMILES): CC#CC#CCS



<x>
ORCA calculation (wB97M-V/def2-TZVPD) on a 2-piece molecular cluster, C6H6S overall.

Element x y z (Å)
1 C -0.56637 0.14517 -0.80505
2 C -0.76922 0.57990 0.45155
3 C -1.98302 0.44697 -0.49845
4 C 0.69433 -0.51898 -1.04276
5 C 0.32382 0.19242 1.28154
6 C 1.34311 -0.38979 0.34553
7 S 0.68139 -1.46142 1.68173
8 H -2.21181 1.35119 -0.87461
9 H -2.78839 -0.22257 -0.51067
10 H 0.67926 -1.61760 -1.35475
11 H 1.27298 0.01465 -1.77576
12 H 0.83131 1.64114 2.52529
13 H 2.49259 -0.16107 0.57643



<y>
ORCA calculation (wB97M-V/def2-TZVPD) on C6H6S as an isolated structure.

Element x y z (Å)
1 C -1.08507 -0.13156 -1.42222
2 C -1.45635 0.40120 -0.35664
3 C -0.30398 -1.01341 -2.21198
4 C 0.72550 -1.04017 -1.36421
5 C 0.20047 -0.28420 -0.20483
6 C -0.00731 1.15053 2.04485
7 S 1.04106 1.15400 0.52250
8 H -0.43486 -1.37172 -3.17255
9 H 1.64177 -1.56962 -1.40377
10 H -0.24112 -0.77407 0.66680
11 H 0.22300 0.22129 2.42723
12 H -0.95872 1.51560 1.75671
13 H 0.65561 1.74214 2.71811



Stability, highest: <w>